A cluster of 14 separate species, C56H120N4O10 in total in a non-equilibrium geometry. Source: the Open Molecules 2025 dataset; level of theory: ωB97M-V/def2-TZVPD.

The geometry in XYZ format:
```
190
Properties=species:S:1:pos:R:3
C 3.411 -27.753 7.120
C 3.836 -29.141 7.564
O 5.219 -29.107 7.886
C 5.725 -30.429 8.095
C 7.199 -30.347 8.445
H 3.863 -27.500 6.147
H 2.343 -27.704 6.964
H 3.622 -26.998 7.873
H 3.279 -29.483 8.373
H 3.653 -29.839 6.719
H 5.126 -30.928 8.842
H 5.612 -30.993 7.198
H 7.577 -31.313 8.828
H 7.277 -29.629 9.193
H 7.576 -29.947 7.525
C 12.701 -25.177 6.673
C 11.677 -24.736 5.687
O 10.503 -24.318 6.410
C 9.513 -23.586 5.684
C 8.304 -23.377 6.578
H 12.522 -26.225 7.077
H 13.682 -25.234 6.165
H 12.800 -24.440 7.449
H 11.926 -23.910 5.058
H 11.365 -25.556 5.003
H 10.030 -22.731 5.250
H 9.241 -24.195 4.854
H 7.369 -23.259 6.008
H 8.452 -22.479 7.173
H 8.254 -24.282 7.198
C 8.863 -22.850 1.852
C 9.863 -21.874 2.398
O 9.312 -21.148 3.535
C 10.202 -20.265 4.189
C 9.437 -19.525 5.228
H 8.553 -23.370 2.767
H 8.034 -22.288 1.383
H 9.257 -23.572 1.109
H 10.699 -22.485 2.754
H 10.309 -21.163 1.710
H 11.091 -20.748 4.576
H 10.552 -19.540 3.408
H 9.988 -18.774 5.769
H 9.065 -20.166 6.040
H 8.565 -19.144 4.729
C 10.731 -31.350 2.319
C 9.811 -30.176 2.306
O 8.660 -30.538 2.993
C 7.791 -29.449 3.119
C 6.971 -29.585 4.393
H 11.634 -31.144 1.789
H 10.931 -31.605 3.355
H 10.217 -32.240 1.920
H 10.232 -29.376 2.916
H 9.571 -29.747 1.340
H 8.410 -28.511 3.229
H 7.211 -29.314 2.183
H 6.062 -28.995 4.428
H 7.495 -29.374 5.276
H 6.586 -30.573 4.417
C 3.788 -17.807 2.148
C 4.862 -18.923 2.138
O 4.451 -20.019 2.905
C 5.427 -21.060 2.837
C 4.761 -22.319 3.343
H 4.120 -16.945 1.571
H 2.855 -18.150 1.769
H 3.687 -17.375 3.153
H 5.085 -19.276 1.113
H 5.742 -18.452 2.504
H 5.712 -21.231 1.778
H 6.318 -20.810 3.466
H 3.898 -22.621 2.714
H 4.277 -22.156 4.241
H 5.540 -23.090 3.396
C 4.297 -22.579 -1.815
C 4.006 -23.109 -0.402
O 3.054 -24.210 -0.426
C 2.323 -24.433 0.812
C 1.043 -25.204 0.548
H 5.068 -21.825 -1.730
H 4.613 -23.357 -2.461
H 3.438 -22.026 -2.170
H 4.866 -23.468 0.156
H 3.500 -22.297 0.119
H 3.008 -24.877 1.500
H 2.125 -23.475 1.274
H 1.338 -26.142 -0.002
H 0.525 -24.558 -0.118
H 0.667 -25.464 1.503
C 13.371 -28.812 4.377
C 12.518 -29.334 5.510
O 11.379 -28.540 5.560
C 10.468 -28.826 6.629
C 9.524 -27.614 6.853
H 13.818 -27.851 4.665
H 14.060 -29.666 4.190
H 12.751 -28.675 3.485
H 12.216 -30.381 5.304
H 13.098 -29.368 6.464
H 9.898 -29.721 6.357
H 11.028 -29.078 7.532
H 10.159 -26.723 7.104
H 8.752 -27.721 7.605
H 9.110 -27.350 5.884
C 1.649 -23.908 4.853
C 1.699 -25.385 4.474
O 0.689 -26.253 4.961
C 0.797 -27.591 4.454
C -0.227 -28.461 5.159
H 1.660 -23.807 5.915
H 2.540 -23.449 4.411
H 0.746 -23.319 4.528
H 1.657 -25.441 3.353
H 2.668 -25.817 4.781
H 0.598 -27.587 3.344
H 1.799 -27.978 4.676
H -0.136 -28.414 6.259
H -0.096 -29.498 4.794
H -1.254 -28.149 4.920
C 7.792 -25.908 -0.819
C 8.106 -27.288 -1.495
O 9.491 -27.538 -1.401
C 9.685 -28.902 -1.733
C 11.113 -29.271 -1.688
H 8.477 -25.178 -1.203
H 6.774 -25.629 -1.044
H 7.902 -25.923 0.219
H 7.547 -28.063 -1.013
H 7.773 -27.194 -2.550
H 9.122 -29.452 -1.010
H 9.304 -29.050 -2.745
H 11.177 -30.281 -2.076
H 11.529 -29.278 -0.687
H 11.684 -28.588 -2.308
C 2.979 -28.159 1.425
C 4.374 -27.624 1.676
O 4.439 -26.892 2.916
C 5.731 -26.287 2.983
C 6.026 -25.838 4.432
H 2.240 -27.346 1.339
H 2.966 -28.730 0.471
H 2.656 -28.862 2.209
H 5.119 -28.402 1.726
H 4.629 -26.977 0.802
H 6.520 -26.998 2.645
H 5.798 -25.491 2.268
H 6.027 -26.669 5.146
H 5.346 -25.039 4.752
H 7.052 -25.387 4.447
N -0.996 -32.400 1.992
C -0.007 -32.461 1.073
C 0.443 -31.171 0.924
C -0.348 -30.329 1.685
C -1.161 -31.106 2.440
H -1.608 -33.102 2.350
H 0.299 -33.409 0.635
H 1.282 -30.884 0.318
H -0.150 -29.276 1.893
H -1.925 -30.810 3.089
N 2.027 -31.890 3.570
C 2.677 -33.058 3.150
C 3.885 -33.100 3.816
C 4.005 -31.937 4.633
C 2.840 -31.258 4.484
H 1.143 -31.475 3.199
H 2.209 -33.744 2.525
H 4.666 -33.846 3.684
H 4.827 -31.729 5.300
H 2.501 -30.309 4.905
N 12.233 -23.575 0.609
C 12.452 -24.068 1.898
C 11.645 -25.162 2.064
C 10.966 -25.355 0.850
C 11.322 -24.341 -0.045
H 12.673 -22.770 0.171
H 13.071 -23.485 2.597
H 11.544 -25.861 2.879
H 10.340 -26.186 0.722
H 11.111 -24.086 -1.090
N 4.519 -31.700 0.340
C 5.823 -31.457 0.763
C 6.430 -30.640 -0.134
C 5.474 -30.353 -1.135
C 4.336 -31.058 -0.838
H 3.854 -32.160 0.923
H 6.279 -31.792 1.731
H 7.459 -30.228 -0.044
H 5.781 -29.937 -2.052
H 3.400 -31.140 -1.423
```

## Properties
DFT total energy, hartree: -3176.85971
Largest force on an atom, eV Å⁻¹: 3.3